Here is 7 unconnected molecules or ions with the total composition C18H52N2O12 from the OMol25 dataset. Energies are from ωB97M-V/def2-TZVPD.

energy relative to the best compared isomer or geometry (same formula, charge and spin) = 27.30 kcal per mole
HOMO energy = -9.315 eV
Kohn-Sham gap = 9.7 eV

Geometry as ORCA input:
```
! wB97M-V def2-TZVPD RIJCOSX def2/J DEFGRID3
* xyz 0 1
C -7.5146 -17.1662 3.4451
C -6.9973 -18.4850 4.0742
C -7.3232 -19.7044 3.2656
O -8.6911 -19.9832 3.4308
C -9.0770 -21.2933 3.5506
N -5.4888 -18.4600 4.1938
H -7.5928 -16.3631 4.2369
H -8.4866 -17.2628 3.0104
H -6.8713 -16.7481 2.6411
H -7.5214 -18.5281 5.0463
H -6.7406 -20.5382 3.6833
H -7.0074 -19.5282 2.2582
H -8.4051 -21.9952 4.1037
H -9.3666 -21.7563 2.6079
H -10.0576 -21.3207 4.1503
H -5.2054 -19.2657 4.7776
H -5.1420 -17.6351 4.7387
C -0.3312 -22.0120 -1.0299
C 1.1762 -21.8455 -1.2486
C 1.9981 -22.9033 -1.9690
O 3.4542 -22.5421 -1.8766
C 4.3333 -23.4887 -2.4767
N 1.4522 -20.5342 -1.8333
H -0.8597 -21.6770 -1.9190
H -0.6209 -21.5569 -0.1252
H -0.5974 -23.0258 -0.7385
H 1.5750 -21.9311 -0.1952
H 1.6876 -22.9607 -3.0524
H 1.7627 -23.8715 -1.4409
H 5.3344 -23.1150 -2.4020
H 4.0854 -23.7002 -3.4938
H 4.3583 -24.4639 -2.0512
H 1.1401 -19.8836 -1.1528
H 2.4370 -20.3472 -1.8971
C -2.9483 -18.3594 -0.2064
C -4.3117 -18.2261 0.4706
O -4.0367 -17.6661 1.7302
O -2.1567 -19.0641 0.6542
H -2.5434 -17.3575 -0.4330
H -2.9900 -18.9158 -1.2090
H -4.7352 -19.2532 0.4916
H -4.9904 -17.5452 -0.1241
H -4.5438 -18.2030 2.4121
H -1.2564 -18.7350 0.5883
C -2.5668 -14.4448 3.0595
C -1.6767 -15.6547 3.0996
O -2.4818 -16.7572 3.4696
O -3.4714 -14.5769 1.9372
H -1.9399 -13.5714 2.8084
H -3.0441 -14.2945 3.9533
H -0.9046 -15.4619 3.8996
H -1.2521 -15.7541 2.1000
H -2.7343 -17.1881 2.6168
H -4.0465 -15.3329 2.1849
C 1.2104 -18.4076 3.1773
C 1.0250 -19.1186 1.8395
O 0.5625 -18.2155 0.8253
O 1.9336 -17.1816 2.9441
H 1.6694 -19.0455 3.9670
H 0.2614 -18.0585 3.6072
H 0.3382 -19.9600 1.9670
H 2.0258 -19.5096 1.6208
H 0.9574 -17.3658 0.9805
H 2.8587 -17.3943 2.9122
C -4.8249 -24.3964 3.7430
C -4.4966 -24.7535 5.1547
O -5.3489 -24.0716 6.0310
O -4.8421 -23.0170 3.4986
H -5.8816 -24.7023 3.6562
H -4.2315 -24.9840 2.9705
H -3.4378 -24.5091 5.4201
H -4.5763 -25.8414 5.2927
H -4.8891 -23.3360 6.4271
H -3.9794 -22.6883 3.1815
C -2.6537 -21.0333 5.5257
C -2.2268 -20.1456 4.3733
O -2.7895 -20.7318 3.1694
O -4.0832 -21.2166 5.6053
H -2.2817 -20.5820 6.3780
H -2.1122 -21.9428 5.4187
H -1.1244 -20.2835 4.4683
H -2.4509 -19.0882 4.4773
H -2.4992 -20.2423 2.3589
H -4.3363 -21.8384 4.9201
*
```

---

Here is a molecular structure, C18H53AlF3O9 from the OMol25 dataset. Energies are from ωB97M-V/def2-TZVPD.

energy relative to the best compared isomer or geometry (same formula, charge and spin) = 0.00 kcal per mole
HOMO energy = -4.101 eV
Kohn-Sham gap = 6.0 eV

Geometry as ORCA input:
```
! wB97M-V def2-TZVPD RIJCOSX def2/J DEFGRID3
* xyz -1 1
F 0.2656 -1.0863 4.1044
C 0.9687 -1.4867 2.9570
F 1.0357 -0.3552 2.1448
F 0.2361 -2.4303 2.2058
O 2.1815 -2.0713 3.2317
C 3.0979 -1.1741 3.9600
Al 4.2344 0.0454 2.7052
H 3.8727 -1.8369 4.4866
H 2.5946 -0.5888 4.7996
H 5.0212 -0.8038 1.6130
H 3.2894 1.0455 1.8685
H 5.1976 0.9613 3.5857
C 1.2455 4.3864 -0.3072
C 1.8730 3.4228 0.6841
O 2.8978 2.6692 0.0531
H 0.8275 3.8425 -1.1583
H 0.4496 4.9698 0.1641
H 1.9967 5.0752 -0.7062
H 1.1258 2.7242 1.0636
H 2.3030 3.9614 1.5333
H 3.5597 3.2909 -0.2716
C -1.5565 -2.9791 -0.2647
C -2.0687 -2.4209 -1.5770
O -3.2835 -3.0694 -1.9466
H -1.3853 -4.0553 -0.3467
H -0.6235 -2.4951 0.0273
H -2.2920 -2.8328 0.5314
H -1.3408 -2.5885 -2.3737
H -2.2536 -1.3446 -1.4992
H -3.9234 -2.9098 -1.2432
C -3.9444 -4.9927 -4.4252
C -4.4525 -4.4320 -5.7383
O -5.6658 -5.0761 -6.1163
H -3.7735 -6.0692 -4.5092
H -3.0118 -4.5093 -4.1293
H -4.6812 -4.8476 -3.6319
H -3.7228 -4.5976 -6.5334
H -4.6362 -3.3555 -5.6571
H -6.3086 -4.9179 -5.4146
C 0.4210 5.9474 3.7652
C 1.0509 4.9855 4.7534
O 2.0788 4.2330 4.1236
H 0.0041 5.4026 2.9135
H -0.3746 6.5267 4.2375
H 1.1683 6.6369 3.3679
H 0.3052 4.2838 5.1321
H 1.4801 5.5264 5.6036
H 2.7389 4.8566 3.7992
C 0.9157 -2.4852 -5.0395
C 1.9546 -3.0695 -4.1014
O 2.8707 -2.0609 -3.6957
H 1.3959 -2.0515 -5.9200
H 0.2080 -3.2519 -5.3648
H 0.3609 -1.6800 -4.5495
H 2.5210 -3.8577 -4.6011
H 1.4820 -3.4960 -3.2104
H 2.3673 -1.3710 -3.2463
C -10.0173 -6.0981 -3.7600
C -8.9230 -5.3630 -3.0112
O -7.7793 -5.1981 -3.8427
H -9.6637 -7.0773 -4.0907
H -10.8980 -6.2357 -3.1287
H -10.3110 -5.5451 -4.6568
H -8.6174 -5.9280 -2.1293
H -9.2673 -4.3760 -2.6864
H -8.0517 -4.6896 -4.6171
C 8.7413 -2.4466 0.1895
C 7.7494 -1.6884 1.0528
O 6.7341 -1.1121 0.2496
H 9.1962 -1.7798 -0.5473
H 9.5328 -2.8904 0.7999
H 8.2393 -3.2431 -0.3676
H 8.2502 -0.8811 1.5904
H 7.2818 -2.3538 1.7863
H 6.2868 -1.8288 -0.2152
C -0.6551 10.1915 4.6422
C -0.0192 9.2262 5.6238
O 1.0101 8.4798 4.9865
H -1.0722 9.6509 3.7894
H -1.4523 10.7662 5.1197
H 0.0902 10.8871 4.2460
H -0.7616 8.5201 6.0005
H 0.4104 9.7631 6.4760
H 1.6679 9.1074 4.6638
*
```

---

Here is 9 unconnected molecules or ions with the total composition C18H54O16 from the OMol25 dataset. Energies are from ωB97M-V/def2-TZVPD.

energy relative to the best compared isomer or geometry (same formula, charge and spin) = 58.13 kcal per mole
HOMO energy = -10.086 eV
Kohn-Sham gap = 10.0 eV

Geometry as ORCA input:
```
! wB97M-V def2-TZVPD RIJCOSX def2/J DEFGRID3
* xyz 0 1
C 0.2780 2.6162 -6.8595
C 1.4999 1.6348 -6.7198
O 1.6234 0.8872 -7.8826
H 0.2314 3.3413 -6.0470
H -0.6076 1.9995 -6.7066
H 0.2744 3.1075 -7.8325
H 1.3236 0.9201 -5.9159
H 2.4222 2.1866 -6.5380
H 2.1878 0.1512 -7.6347
C -5.3149 0.0872 -3.9278
C -6.2471 -0.7053 -2.9987
O -7.3607 -1.1928 -3.7005
H -5.8861 0.8863 -4.4004
H -4.7908 -0.5099 -4.6741
H -4.5604 0.6705 -3.4001
H -6.5911 -0.0916 -2.1661
H -5.7174 -1.5572 -2.5721
H -8.1005 -0.5820 -3.7361
C 4.6492 -3.2871 -2.0587
C 4.2986 -4.3799 -1.0692
O 4.3545 -3.8302 0.2378
O 6.0237 -2.9323 -1.8928
H 4.0301 -2.4093 -1.8736
H 4.5334 -3.6616 -3.0758
H 4.9615 -5.2370 -1.1874
H 3.3156 -4.8286 -1.2126
H 5.2811 -3.7329 0.4696
H 6.5530 -3.6369 -2.2737
C 6.6552 0.9381 4.2003
C 5.1057 0.9451 3.9790
O 4.6009 2.3081 3.9313
O 6.9856 1.3083 5.5579
H 7.2193 1.6129 3.5564
H 7.0277 -0.0349 3.8800
H 4.5530 0.5024 4.8076
H 4.7624 0.5435 3.0256
H 3.6451 2.2697 3.8509
H 7.9202 1.1037 5.6365
C -5.8265 3.9042 0.8339
C -5.4153 4.7564 -0.3883
O -6.3985 5.6729 -0.6189
O -4.8312 2.9139 1.2354
H -6.6804 3.3332 0.4695
H -6.0833 4.5599 1.6659
H -5.1327 4.1148 -1.2229
H -4.4991 5.2925 -0.1408
H -7.1295 5.2725 -1.0952
H -5.2345 2.3854 1.9279
C 7.3484 4.5532 -2.2431
C 6.6396 3.2666 -1.7635
O 6.4837 2.3044 -2.7996
O 8.6863 4.3200 -2.6811
H 7.4132 5.3312 -1.4824
H 6.7755 4.9677 -3.0726
H 5.7413 3.5252 -1.2027
H 7.2596 2.7052 -1.0645
H 6.4748 1.4469 -2.3680
H 8.5832 3.6397 -3.3505
C -0.2078 -0.9498 -0.2261
C 0.4478 0.4183 -0.2040
O 0.0239 1.0556 1.0070
O 0.0669 -1.7549 0.9441
H 0.2337 -1.4956 -1.0598
H -1.2754 -0.7312 -0.2500
H 0.3260 1.0780 -1.0631
H 1.5196 0.2246 -0.1616
H -0.9295 1.0525 1.1196
H 0.9957 -1.9946 0.9059
C -4.7504 -5.2448 2.2272
C -3.6195 -6.3182 2.2073
O -4.0286 -7.6744 2.3563
O -5.3548 -5.0872 3.4704
H -5.5185 -5.5220 1.5052
H -4.3267 -4.2698 1.9864
H -2.8470 -6.1603 2.9599
H -3.1016 -6.2329 1.2520
H -3.9102 -7.7643 3.3048
H -5.9695 -5.8229 3.5198
C -4.0101 -0.1078 6.3520
C -2.5701 0.1742 6.0591
O -1.8938 -1.0288 5.6457
O -4.7494 -0.3588 5.1314
H -4.5694 0.7185 6.7907
H -4.1470 -0.9864 6.9824
H -2.0596 0.6587 6.8914
H -2.4401 0.8874 5.2451
H -1.9122 -1.1306 4.6913
H -4.7371 -1.3089 4.9945
*
```

---

Here is 9 unconnected molecules or ions with the total composition C18H54O9 from the OMol25 dataset. Energies are from ωB97M-V/def2-TZVPD.

energy relative to the best compared isomer or geometry (same formula, charge and spin) = 60.54 kcal per mole
HOMO energy = -9.441 eV
Kohn-Sham gap = 9.9 eV

Geometry as ORCA input:
```
! wB97M-V def2-TZVPD RIJCOSX def2/J DEFGRID3
* xyz 0 1
C -1.1865 1.3652 -0.7421
C -0.4713 0.0485 -0.8504
O 0.6959 0.0606 -0.0107
H -1.9515 1.4375 -1.5157
H -0.4573 2.1532 -0.9572
H -1.5941 1.5132 0.2540
H -0.2356 -0.1728 -1.9020
H -1.1401 -0.7751 -0.5580
H 1.2612 -0.6786 -0.2940
C -0.7683 -4.1028 -2.0263
C -0.8097 -3.1109 -3.1495
O -1.8800 -2.2149 -2.8936
H -0.1189 -4.9514 -2.2491
H -1.7617 -4.4661 -1.7577
H -0.3745 -3.6171 -1.1331
H -0.8495 -3.5772 -4.1416
H 0.1479 -2.5668 -3.1287
H -1.9198 -1.5408 -3.5791
C -1.9822 -2.2854 1.1482
C -1.8361 -0.9985 1.9451
O -3.0443 -0.6340 2.6330
H -2.1162 -3.1346 1.8276
H -1.0785 -2.5093 0.5791
H -2.8242 -2.2770 0.4556
H -1.6044 -0.1816 1.2450
H -1.0489 -1.0520 2.6829
H -3.7237 -0.4955 1.9660
C 4.2207 -1.9169 -2.2745
C 2.6987 -2.0153 -2.2209
O 2.2614 -2.0554 -0.8453
H 4.5719 -1.9842 -3.3066
H 4.6573 -2.7312 -1.6938
H 4.5768 -0.9722 -1.8626
H 2.3982 -2.9541 -2.6974
H 2.1972 -1.1899 -2.7216
H 2.5895 -2.8860 -0.4840
C -0.3449 3.2815 2.7860
C -0.9333 1.9262 3.0442
O -0.7355 1.5330 4.3941
H 0.7030 3.3124 3.0728
H -0.9318 4.0300 3.3235
H -0.3983 3.5069 1.7206
H -0.4443 1.1838 2.3908
H -1.9973 1.8718 2.7793
H -1.1532 0.6742 4.5144
C 3.8297 2.3527 -1.0972
C 3.5683 1.7597 0.2712
O 2.3256 2.2208 0.7605
H 4.7654 1.9894 -1.5300
H 3.8622 3.4420 -1.0283
H 3.0018 2.0805 -1.7540
H 4.3768 1.9932 0.9608
H 3.4978 0.6747 0.1083
H 1.6579 1.5550 0.5413
C 0.9023 2.7383 -3.8032
C 0.8275 1.2992 -4.2430
O -0.5238 0.8848 -4.4488
H 1.9133 3.1056 -3.6229
H 0.3645 2.8693 -2.8626
H 0.4336 3.3844 -4.5505
H 1.2127 0.6491 -3.4542
H 1.4148 1.1124 -5.1470
H -0.8142 1.2252 -5.3003
C -5.5041 4.2014 2.1408
C -4.6575 2.9484 2.2026
O -5.4606 1.7576 2.1762
H -4.8617 5.0716 1.9751
H -6.0629 4.3352 3.0658
H -6.1921 4.1418 1.2996
H -3.9949 2.9511 3.0755
H -3.9883 2.8477 1.3447
H -5.7764 1.5895 3.0691
C 2.1500 -2.3124 2.5006
C 2.0229 -3.5194 3.3614
O 2.0382 -4.6655 2.4846
H 1.9964 -1.4025 3.0833
H 1.4436 -2.3346 1.6684
H 3.1301 -2.2387 2.0228
H 1.1262 -3.5003 3.9843
H 2.9019 -3.5912 4.0158
H 1.8093 -5.4664 2.9623
*
```

---

Here is 9 unconnected molecules or ions with the total composition C18H54O9 from the OMol25 dataset. Energies are from ωB97M-V/def2-TZVPD.

energy relative to the best compared isomer or geometry (same formula, charge and spin) = 113.53 kcal per mole
HOMO energy = -9.585 eV
Kohn-Sham gap = 9.9 eV

Geometry as ORCA input:
```
! wB97M-V def2-TZVPD RIJCOSX def2/J DEFGRID3
* xyz 0 1
C 1.3095 3.5291 3.5894
C 0.9138 3.9907 2.1843
O -0.4775 4.1201 2.1111
H 1.1539 4.3948 4.2331
H 2.3776 3.3280 3.5070
H 0.8012 2.7088 4.0962
H 1.2660 3.3536 1.3730
H 1.3440 4.9549 1.9136
H -0.7559 4.2506 1.2017
C -2.5771 -3.3990 -1.5535
C -4.0310 -3.4811 -1.9500
O -4.1263 -3.0125 -3.2539
H -2.0480 -3.8261 -2.4054
H -2.3576 -3.9593 -0.6446
H -2.2580 -2.3667 -1.4102
H -4.6562 -2.8855 -1.2847
H -4.1652 -4.5560 -1.8290
H -3.9021 -2.0797 -3.2870
C 1.1953 -5.6799 0.0286
C 0.6658 -4.6382 0.9855
O 1.1455 -3.3886 0.5207
H 2.2816 -5.7487 -0.0285
H 0.7276 -5.6323 -0.9549
H 0.9424 -6.6635 0.4245
H 0.8981 -4.9456 2.0052
H -0.3827 -4.4032 0.8022
H 0.4587 -2.7178 0.5221
C 1.8423 -3.7441 -3.8359
C 1.6872 -2.7965 -2.6264
O 2.7843 -2.7646 -1.6740
H 2.7468 -3.5324 -4.4062
H 1.0240 -3.7539 -4.5559
H 2.0565 -4.7769 -3.5610
H 0.7954 -3.0986 -2.0772
H 1.5078 -1.8098 -3.0534
H 2.5252 -2.9860 -0.7765
C 2.3218 3.7089 -1.5637
C 1.9350 3.8038 -3.0309
O 1.6829 5.0649 -3.5331
H 2.6512 2.6955 -1.3344
H 1.5914 3.8870 -0.7744
H 3.2081 4.3387 -1.4869
H 1.0790 3.1885 -3.3081
H 2.7753 3.4189 -3.6086
H 1.6234 5.0162 -4.4900
C -2.6090 3.5704 -1.0672
C -1.4126 4.4948 -1.3292
O -0.9899 5.2929 -0.2375
H -3.4686 3.8946 -1.6537
H -2.9761 3.4039 -0.0544
H -2.2818 2.5812 -1.3874
H -1.5042 4.9298 -2.3244
H -0.6246 3.7464 -1.4136
H -1.1096 6.2414 -0.3244
C 2.8324 -1.1631 2.3836
C 2.7286 -0.3051 3.6513
O 2.4448 -0.9213 4.9097
H 2.6423 -0.6146 1.4610
H 2.0314 -1.8913 2.5113
H 3.7874 -1.6875 2.4153
H 1.9100 0.3775 3.4231
H 3.6072 0.3397 3.6703
H 3.0412 -1.6570 5.0666
C 0.1277 0.9422 0.3125
C -0.4099 -0.3410 -0.4473
O -0.5603 -1.4134 0.4107
H 1.2170 0.9729 0.2891
H -0.2363 0.9809 1.3392
H -0.1324 1.8500 -0.2319
H 0.2390 -0.6193 -1.2777
H -1.4356 -0.1825 -0.7803
H -1.2326 -1.1990 1.0617
C -3.4108 0.6113 1.2500
C -2.8361 0.2255 2.6514
O -2.1390 -1.0136 2.4370
H -2.6530 0.8864 0.5164
H -4.1155 1.4420 1.2104
H -3.8967 -0.2376 0.7688
H -3.6101 0.1052 3.4093
H -2.0980 0.8970 3.0902
H -2.4473 -1.6463 3.0898
*
```

---

Here is 9 unconnected molecules or ions with the total composition C18H54O9 from the OMol25 dataset. Energies are from ωB97M-V/def2-TZVPD.

energy relative to the best compared isomer or geometry (same formula, charge and spin) = 61.27 kcal per mole
HOMO energy = -9.539 eV
Kohn-Sham gap = 9.5 eV

Geometry as ORCA input:
```
! wB97M-V def2-TZVPD RIJCOSX def2/J DEFGRID3
* xyz 0 1
O -2.6023 -1.6053 4.0437
H -1.6629 -1.5896 4.2265
H -2.8985 -0.7150 4.2329
O 3.5004 -1.7784 0.0208
H 3.3129 -1.0731 0.6402
H 4.1169 -2.3462 0.4831
O 3.2878 0.3474 1.9365
H 3.5679 1.2626 1.9262
H 3.4375 0.0608 2.8374
C 2.3011 -6.1061 2.9451
C 1.8302 -4.7039 3.1929
C 0.7769 -4.6284 4.3522
O 2.9375 -3.9214 3.5494
H 2.7329 -6.4199 3.8954
H 2.9950 -6.2511 2.1171
H 1.3487 -6.5970 2.7445
H 1.3259 -4.3141 2.3087
H 0.6488 -3.6026 4.6977
H 1.1480 -5.0664 5.2788
H -0.1496 -5.1107 4.0406
H 3.6986 -4.0473 2.9781
C 1.8523 0.3286 -5.4686
C 1.1589 -1.0663 -5.4226
C 0.1290 -1.1636 -4.3653
O 0.5459 -1.3283 -6.6919
H 2.5673 0.4470 -6.2828
H 2.3340 0.6431 -4.5428
H 1.1019 1.0260 -5.8413
H 1.9250 -1.8189 -5.2357
H -0.4212 -2.1044 -4.3504
H -0.4999 -0.2911 -4.5425
H 0.6147 -1.0272 -3.3990
H -0.0801 -0.6286 -6.8925
C 2.2165 2.9649 -2.9261
C 2.1385 4.4437 -2.7859
C 1.1227 4.9799 -1.6988
O 3.3481 4.9033 -2.3680
H 2.9175 2.7748 -3.7389
H 1.3173 2.4176 -3.2089
H 2.5698 2.5339 -1.9893
H 1.7725 4.9275 -3.6915
H 1.3800 4.6920 -0.6796
H 0.0929 4.6341 -1.7883
H 1.0166 6.0611 -1.7878
H 3.5159 5.7842 -2.7107
C 0.8034 3.7530 2.2058
C -0.7026 3.6127 2.1143
C -1.2218 3.7420 0.7284
O -1.0785 2.3335 2.4827
H 0.9537 4.8286 2.1125
H 1.3071 3.2989 1.3525
H 1.1897 3.2688 3.1026
H -1.0540 4.3206 2.8649
H -1.0668 4.7785 0.4291
H -2.2518 3.3871 0.6914
H -0.6062 3.2016 0.0093
H -0.5672 1.6571 2.0326
C -0.3800 -1.5161 0.8347
C 0.2260 -0.2743 0.0987
C -0.7467 0.5686 -0.7531
O 0.7275 0.5718 1.0640
H -0.8151 -2.2111 0.1167
H -1.2792 -1.1645 1.3406
H 0.2800 -1.9926 1.5596
H 1.1672 -0.4789 -0.4116
H -1.4711 0.8569 0.0085
H -1.2229 -0.0793 -1.4891
H -0.1060 1.3097 -1.2310
H 1.4122 0.1130 1.5562
C -4.1152 -1.1539 -0.1564
C -5.2071 -1.4928 0.8856
C -6.2746 -0.4037 1.0336
O -5.9172 -2.6548 0.5285
H -4.5309 -1.0503 -1.1587
H -3.4579 -1.9984 -0.3635
H -3.4995 -0.2880 0.0867
H -4.6934 -1.5879 1.8422
H -5.8705 0.5974 1.1840
H -7.0025 -0.5520 1.8312
H -6.8532 -0.2151 0.1293
H -6.3643 -3.0141 1.2984
*
```

---

Short version: DFT total energy = -47055.433; -52699.615; -52294.959; -37967.240; -37964.942; -37967.208 eV, in the order given.